Version one
The following is a quantum chemistry calculation of an isolated molecule of C12H15N5O3S2, from OMol25.

The geometry in ORCA input format:
```
! wB97M-V def2-TZVPD RIJCOSX def2/J DEFGRID3
* xyz 0 1
C 0.456 -2.582 5.977
C -0.719 -2.347 5.040
H -1.558 -1.886 5.566
H -1.035 -3.290 4.584
O -0.382 -1.422 4.001
C 0.260 -1.906 2.939
O 0.551 -3.062 2.787
C 0.572 -0.795 1.950
C 0.268 -1.230 0.553
C 0.847 -2.272 -0.099
S 0.178 -2.448 -1.674
C -0.854 -1.073 -1.326
N -0.699 -0.577 -0.147
N -1.737 -0.652 -2.286
C -2.298 0.582 -2.495
O -2.950 0.784 -3.492
C -2.045 1.632 -1.440
H -1.429 1.251 -0.627
H -2.992 2.027 -1.073
S -1.211 3.053 -2.212
C 0.227 2.254 -2.758
N 0.593 1.025 -2.505
N 1.763 0.816 -3.129
C 2.092 1.909 -3.745
N 1.149 2.874 -3.552
C 1.104 4.219 -4.044
H 1.300 4.926 -3.234
H 1.854 4.341 -4.822
H 0.113 4.425 -4.451
H 2.977 2.047 -4.331
H -1.843 -1.280 -3.076
H 1.600 -2.941 0.259
H -0.013 0.089 2.200
H 1.636 -0.564 2.046
H 0.149 -3.237 6.788
H 0.801 -1.639 6.394
H 1.274 -3.051 5.436
*
```

HOMO energy	-8.187	eV
SMILES	CCOC(=O)Cc1csc(NC(=O)CSc2nncn2C)n1

***

Version two
The following is a quantum chemistry calculation of an isolated molecule of C12H15N5O3S2, from OMol25.

The geometry in ORCA input format:
```
! wB97M-V def2-TZVPD RIJCOSX def2/J DEFGRID3
* xyz 0 1
C -4.686 -1.946 -1.267
C -3.208 -1.789 -1.595
H -3.030 -0.835 -2.103
H -2.853 -2.612 -2.219
O -2.398 -1.845 -0.419
C -2.288 -0.732 0.304
O -2.827 0.307 0.028
C -1.383 -0.956 1.504
C -0.106 -1.578 1.044
C 0.177 -2.907 1.015
S 1.729 -3.192 0.319
C 1.879 -1.444 0.112
N 0.866 -0.777 0.530
N 3.018 -0.944 -0.450
C 3.466 0.357 -0.554
O 4.538 0.566 -1.071
C 2.591 1.436 0.012
H 3.168 2.358 0.082
H 2.153 1.161 0.972
S 1.161 1.754 -1.080
C 0.028 2.217 0.155
N 0.224 2.149 1.446
N -0.895 2.592 2.044
C -1.740 2.925 1.118
N -1.207 2.721 -0.118
C -1.834 2.912 -1.393
H -2.622 2.168 -1.523
H -2.268 3.910 -1.445
H -1.086 2.795 -2.176
H -2.725 3.308 1.285
H 3.671 -1.629 -0.814
H -0.427 -3.725 1.348
H -1.185 0.003 1.984
H -1.895 -1.622 2.200
H -5.263 -1.954 -2.187
H -5.020 -1.117 -0.648
H -4.856 -2.877 -0.733
*
```

HOMO energy	-8.387	eV
SMILES	CCOC(=O)Cc1csc(NC(=O)CSc2nncn2C)n1

***

Which is the most stable structure? version two is the most stable.

***

Version one
The following is a quantum chemistry calculation of a cluster of 2 separate species, CH9N2O in total, from OMol25.

The geometry in ORCA input format:
```
! wB97M-V def2-TZVPD RIJCOSX def2/J DEFGRID3
* xyz 1 1
N -0.056 2.114 -0.767
H -0.101 3.002 -0.262
H 0.655 2.129 -1.494
H 0.080 1.330 -0.054
H -0.972 1.949 -1.185
N -0.128 -0.232 0.798
C -0.208 -1.482 0.041
O 0.328 -2.579 0.733
H -0.669 -0.291 1.655
H 0.825 -0.109 1.133
H -1.255 -1.684 -0.113
H 0.288 -1.347 -0.911
H 1.212 -2.800 0.424
*
```

HOMO energy	-14.400	eV

***

Version two
The following is a quantum chemistry calculation of a cluster of 2 separate species, CH9N2O in total, from OMol25.

The geometry in ORCA input format:
```
! wB97M-V def2-TZVPD RIJCOSX def2/J DEFGRID3
* xyz 1 1
O 2.056 1.793 0.205
H 2.829 2.119 0.689
H 0.078 -0.857 1.115
H 2.164 2.168 -0.699
N -0.199 0.040 0.793
C -0.730 -0.487 -0.527
N -1.503 -1.546 -0.310
H -1.029 0.549 1.229
H 0.567 0.785 0.803
H -1.137 0.371 -1.168
H 0.256 -0.725 -1.147
H -1.073 -2.462 -0.063
H -2.279 -1.748 -0.919
*
```

HOMO energy	-14.484	eV

***

Which is the most stable structure? version one is the most stable.

***

Version one
The following is a quantum chemistry calculation of an isolated molecule of C4H7N3S, from OMol25.

The geometry in ORCA input format:
```
! wB97M-V def2-TZVPD RIJCOSX def2/J DEFGRID3
* xyz 0 1
C -1.100 1.096 0.956
C -1.049 2.119 -0.003
C -0.277 0.149 0.411
C 1.016 -0.151 -1.686
N -0.284 1.790 -1.029
N 0.175 0.567 -0.774
N 0.031 -1.584 0.800
S -1.155 -2.180 1.846
H -1.638 1.072 1.879
H -1.552 3.066 0.010
H 0.728 0.101 -2.704
H 2.067 0.114 -1.539
H 0.883 -1.217 -1.506
H 0.941 -1.553 1.249
H -0.864 -1.529 3.001
*
```

HOMO energy	-9.132	eV
SMILES	Cn1nccc1NS

***

Version two
The following is a quantum chemistry calculation of an isolated molecule of C4H7N3S, from OMol25.

The geometry in ORCA input format:
```
! wB97M-V def2-TZVPD RIJCOSX def2/J DEFGRID3
* xyz 0 1
C -1.515 0.319 -0.127
C -0.321 0.438 0.832
C 2.029 -0.366 0.565
C -0.977 -0.759 -1.053
H -2.720 1.477 -1.869
H -2.439 0.010 0.392
H -0.522 -0.113 1.761
H -0.073 1.463 1.066
H 2.228 0.326 1.429
H 3.746 -1.063 0.593
H -1.550 -1.264 -1.808
N 0.753 -0.207 0.087
N 2.882 -1.163 0.061
N 0.267 -1.002 -0.928
S -1.790 1.904 -1.001
*
```

HOMO energy	-8.576	eV
SMILES	[H]/N=C/N1C[C@@H](S)C=N1

***

Which is the most stable structure? version two is the most stable.

***

Version one
The following is a quantum chemistry calculation of a structure of composition C6H14InN2O2, from OMol25.

The geometry in ORCA input format:
```
! wB97M-V def2-TZVPD RIJCOSX def2/J DEFGRID3
* xyz 3 1
In 3.010 2.136 -1.672
C -1.822 0.507 -0.347
C -1.010 1.245 -1.401
O 0.147 1.600 -1.103
N -1.445 1.342 -2.674
C -2.595 0.691 -3.202
H -1.199 0.272 0.512
H -2.210 -0.435 -0.737
H -2.632 1.172 -0.032
H -0.762 1.755 -3.310
H -3.199 1.328 -3.875
H -3.343 0.409 -2.466
H -2.230 -0.103 -3.874
C 1.851 0.159 3.034
C 2.173 -0.175 1.600
O 2.681 0.684 0.868
N 1.733 -1.340 1.044
C 1.028 -2.407 1.768
H 1.931 -0.798 3.564
H 0.882 0.624 3.207
H 2.662 0.782 3.409
H 1.783 -1.352 0.027
H 0.102 -2.165 2.302
H 1.831 -2.857 2.360
H 0.632 -3.072 0.997
*
```

HOMO energy	-20.621	eV

***

Version two
The following is a quantum chemistry calculation of a structure of composition C6H14InN2O2, from OMol25.

The geometry in ORCA input format:
```
! wB97M-V def2-TZVPD RIJCOSX def2/J DEFGRID3
* xyz 3 1
In 0.377 0.343 1.728
C -2.631 -3.620 0.976
C -2.941 -2.363 1.738
O -2.073 -1.550 2.063
N -4.242 -2.138 2.141
C -4.653 -1.006 2.920
H -3.460 -4.045 0.415
H -2.294 -4.342 1.732
H -1.796 -3.441 0.305
H -4.929 -2.877 1.968
H -5.584 -1.273 3.431
H -4.890 -0.106 2.318
H -3.842 -0.787 3.634
C 3.738 3.501 -1.199
C 3.038 2.189 -1.203
O 2.297 1.851 -0.256
N 3.112 1.340 -2.294
C 3.895 1.548 -3.458
H 4.270 3.594 -0.248
H 2.990 4.297 -1.185
H 4.446 3.650 -2.008
H 2.670 0.419 -2.247
H 4.990 1.429 -3.209
H 3.854 2.580 -3.845
H 3.657 0.806 -4.215
*
```

HOMO energy	-18.972	eV

***

Which is the most stable structure? version two is the most stable.